Molecular formula: C32H39CdN5O3
Method: DFT, ωB97M-V/def2-TZVPD

The energy above the lowest of the compared OMol25 structures with the same formula, charge and spin is 17.0 kcal per mole. The HOMO energy (spin up / spin down) is -13.08 / -13.08 eV. As for the orbital gap (spin up / spin down): 7.475 / 7.474 eV. For the strongest force on any atom, the calculation gives 3.34 eV/Å.

The geometry in ORCA input format:
```
! RIJCOSX wB97M-V def2-TZVPD def2/J DEFGRID3
* xyz 2 1
Cd 3.330 -18.076 1.193
C 7.807 -19.257 -4.707
C 6.664 -19.011 -3.757
C 5.358 -18.898 -4.093
C 4.356 -18.650 -3.196
C 3.027 -18.579 -3.717
N 1.974 -18.303 -3.020
C 0.624 -18.303 -3.584
C -0.198 -17.332 -2.828
C -0.408 -17.798 -1.389
N -1.424 -16.963 -0.652
C -1.274 -15.809 0.013
C -0.184 -15.190 0.708
C -0.484 -13.813 1.081
C 0.352 -13.034 1.797
C 0.051 -11.621 2.163
C 1.446 -13.692 2.418
C 1.806 -14.984 2.123
C 2.955 -15.479 2.876
N 3.569 -16.638 2.764
C 4.691 -16.794 3.711
C 6.046 -16.697 3.022
C 6.439 -18.015 2.318
N 5.707 -18.121 1.038
C 6.437 -18.379 0.004
C 5.960 -18.580 -1.408
C 6.921 -18.825 -2.384
C 4.598 -18.522 -1.803
O 3.586 -18.414 -0.990
C 1.055 -15.780 1.161
O 1.454 -16.926 0.815
H 7.660 -20.237 -5.195
H 8.737 -19.292 -4.145
H 7.921 -18.492 -5.468
H 5.076 -19.072 -5.163
H 2.865 -18.756 -4.762
H 2.207 -18.194 -2.035
H 0.299 -19.361 -3.524
H 0.755 -18.015 -4.607
H -1.204 -17.258 -3.299
H 0.250 -16.347 -2.842
H 0.509 -17.796 -0.768
H -0.779 -18.824 -1.413
H -2.384 -17.173 -0.992
H -2.151 -15.232 0.161
H -1.431 -13.397 0.711
H -0.977 -11.412 1.979
H 0.734 -10.954 1.632
H 0.161 -11.503 3.229
H 1.969 -13.257 3.214
H 3.317 -14.796 3.665
H 4.547 -17.802 4.184
H 4.639 -16.087 4.541
H 6.809 -16.452 3.761
H 6.058 -15.893 2.248
H 6.173 -18.899 2.889
H 7.525 -17.991 2.206
H 7.523 -18.393 0.120
H 7.958 -18.969 -2.076
C 2.059 -18.661 5.426
C 1.417 -17.456 5.614
C 0.500 -17.070 4.651
C 0.161 -17.875 3.593
C 0.915 -18.988 3.336
C 1.822 -19.415 4.303
H 2.800 -19.054 6.143
H 1.561 -16.877 6.522
H -0.073 -16.158 4.851
H -0.644 -17.553 2.969
H 0.754 -19.556 2.428
H 2.360 -20.354 4.166
C 3.449 -22.491 2.035
C 3.740 -21.274 1.229
N 4.673 -21.291 0.276
O 3.011 -20.290 1.486
H 2.352 -22.593 2.166
H 3.863 -22.210 2.985
H 3.960 -23.431 1.727
H 5.137 -22.192 0.165
H 4.935 -20.465 -0.258
*
```

---

Molecular formula: C32H39F6GeN7O4S2Si2Y
Method: DFT, ωB97M-V/def2-TZVPD

The energy above the lowest of the compared OMol25 structures with the same formula, charge and spin is 70.0 kcal per mole. The HOMO energy is -9.63 eV. As for the orbital gap: 4.904 eV. For the strongest force on any atom, the calculation gives 2.12 eV/Å.

The geometry in ORCA input format:
```
! RIJCOSX wB97M-V def2-TZVPD def2/J DEFGRID3
* xyz 1 1
Y -0.238 0.153 0.102
C 0.283 -2.668 4.580
Si 0.707 -1.073 3.669
C 1.229 0.268 6.028
C 2.432 -1.314 2.987
N -0.597 -0.749 2.488
C -1.780 -0.403 2.891
C -2.141 -0.234 4.290
C -3.400 0.028 4.678
C -4.452 0.213 3.706
C -4.193 0.125 2.393
C -2.877 -0.219 1.880
N -2.631 -0.406 0.629
Si -3.940 -0.213 -0.588
C -5.115 -1.667 -0.300
C -3.137 -0.472 -2.251
C -4.770 1.480 -0.569
H 1.036 -2.860 5.348
H 0.295 -3.513 3.889
H -0.695 -2.659 5.063
H 2.302 0.083 6.097
H 0.695 -0.468 6.635
H 1.016 1.264 6.416
H 3.095 -1.536 3.827
H 2.791 -0.402 2.516
H 2.508 -2.138 2.277
H -1.372 -0.338 5.037
H -3.632 0.114 5.731
H -5.454 0.429 4.050
H -4.992 0.282 1.683
H -4.606 -2.617 -0.473
H -5.948 -1.611 -1.004
H -5.529 -1.690 0.709
H -2.487 -1.347 -2.266
H -2.546 0.403 -2.519
H -3.897 -0.606 -3.023
H -5.692 1.513 0.013
H -5.019 1.773 -1.590
H -4.088 2.233 -0.171
N 3.775 -1.933 -0.540
C 4.420 -0.729 -0.462
C 3.456 0.196 -0.187
N 2.243 -0.423 -0.094
C 2.462 -1.708 -0.321
C 1.382 -2.662 -0.262
N 0.139 -2.264 -0.043
C -0.634 -3.395 0.000
C 0.153 -4.488 -0.199
N 1.429 -4.008 -0.359
H 4.204 -2.804 -0.800
H 5.481 -0.636 -0.603
H 3.553 1.260 -0.048
H -1.695 -3.335 0.172
H -0.077 -5.538 -0.238
H 2.238 -4.575 -0.546
F -0.189 3.957 -1.821
C 0.320 3.680 -0.640
F 1.116 4.654 -0.254
F 1.067 2.532 -0.749
S -1.129 3.376 0.520
O -1.437 1.987 0.116
O -2.107 4.341 0.171
N -0.662 3.503 1.984
S 0.245 2.392 2.725
O 0.726 1.417 1.684
O 0.791 0.224 4.676
C 1.864 3.423 2.843
F 1.638 4.714 2.957
F 2.566 3.006 3.900
F 2.581 3.197 1.744
Ge 0.288 0.071 -2.610
C 0.268 1.678 -3.795
C 1.382 2.482 -4.027
C 1.325 3.559 -4.901
C 0.139 3.867 -5.549
C -0.986 3.089 -5.319
C -0.917 2.009 -4.451
C 1.936 -0.939 -3.177
C 1.782 -2.298 -3.476
C 2.840 -3.071 -3.931
C 4.090 -2.495 -4.123
C 4.266 -1.150 -3.837
C 3.206 -0.390 -3.355
H -0.611 -0.812 -3.520
H 2.318 2.283 -3.520
H 2.210 4.159 -5.076
H 0.091 4.707 -6.229
H -1.917 3.319 -5.823
H -1.805 1.406 -4.298
H 0.801 -2.752 -3.364
H 2.685 -4.118 -4.170
H 4.911 -3.085 -4.511
H 5.233 -0.687 -4.000
H 3.384 0.651 -3.124
*
```

---

Molecular formula: C32H39N6O3P2RuS3
Method: DFT, ωB97M-V/def2-TZVPD

The HOMO energy (spin up / spin down) is -6.19 / -7.85 eV. As for the orbital gap (spin up / spin down): 6.247 / 7.187 eV. For the strongest force on any atom, the calculation gives 0.80 eV/Å.

The geometry in ORCA input format:
```
! RIJCOSX wB97M-V def2-TZVPD def2/J DEFGRID3
* xyz 0 6
Ru -1.125 -0.339 -0.427
C -2.156 3.213 -2.917
C -2.041 2.496 -1.594
N -2.395 1.257 -1.485
N -3.140 0.806 -2.567
C -3.124 -0.448 -2.832
S -2.177 -1.699 -2.067
S -4.262 -0.930 -4.107
C -3.072 -1.641 -5.302
C -2.175 -0.599 -5.902
C -2.554 0.081 -7.055
C -1.733 1.049 -7.609
C -0.518 1.353 -7.014
C -0.132 0.682 -5.864
C -0.953 -0.287 -5.310
C -1.522 3.285 -0.443
C -1.511 4.685 -0.594
C -1.055 5.542 0.383
C -0.575 5.026 1.578
C -0.575 3.661 1.774
C -1.048 2.797 0.790
O -1.060 1.456 1.100
H -2.222 2.497 -3.730
H -1.292 3.857 -3.069
H -3.054 3.833 -2.953
H -3.706 -2.091 -6.066
H -2.506 -2.432 -4.813
H -3.507 -0.147 -7.517
H -2.040 1.563 -8.510
H 0.128 2.103 -7.449
H 0.822 0.906 -5.402
H -0.647 -0.812 -4.414
H -1.888 5.118 -1.506
H -1.071 6.609 0.211
H -0.215 5.683 2.358
H -0.209 3.222 2.692
N 6.252 -3.046 5.053
C 5.118 -2.266 4.830
C 5.148 -1.215 3.913
C 4.014 -0.466 3.655
C 2.836 -0.763 4.318
C 2.781 -1.807 5.226
C 3.916 -2.559 5.474
S 1.686 1.583 4.155
O 1.671 -0.059 4.053
O 2.541 1.962 5.283
N 0.224 0.997 1.664
C 1.142 1.054 0.691
N 2.441 0.984 1.081
C 3.339 1.117 0.129
C 3.029 1.316 -1.219
C 1.686 1.269 -1.536
N 0.751 1.113 -0.610
H 7.127 -2.590 4.851
H 6.270 -3.531 5.935
H 6.068 -0.989 3.391
H 4.033 0.344 2.938
H 1.848 -2.028 5.725
H 3.872 -3.381 6.178
H 4.377 1.060 0.445
H 3.792 1.454 -1.967
H 1.334 1.330 -2.562
C -0.168 -3.881 -0.253
P 0.291 -2.233 0.398
C 2.118 -2.329 0.370
C -0.068 -2.415 2.190
C -1.574 -2.518 2.425
P -2.518 -1.106 1.683
C -2.739 -0.018 3.132
C -4.175 -1.858 1.466
H 0.224 -4.673 0.389
H 0.247 -3.997 -1.254
H -1.251 -3.976 -0.335
H 2.461 -3.328 0.643
H 2.525 -1.606 1.079
H 2.489 -2.084 -0.626
H 0.347 -1.532 2.688
H 0.447 -3.300 2.574
H -1.798 -2.567 3.493
H -1.964 -3.435 1.973
H -3.239 -0.548 3.944
H -3.331 0.852 2.848
H -1.759 0.331 3.460
H -4.318 -2.700 2.145
H -4.289 -2.200 0.438
H -4.945 -1.113 1.667
*
```

---

What is the strongest force on any atom in the first record?
3.34 eV/Å

---

strongest force on any atom of number 2 (C32H39F6GeN7O4S2Si2Y)?
2.12 eV/Å